Computed, not measured: a molecular structure, C10H23BBaF4O6, with ωB97M-V/def2-TZVPD.

Summary:
LUMO energy in eV: 0.18
Total energy in Eh: -1296.3411
Charge: 0
Kohn-Sham gap in eV: 9.08
Relative energy (zero: lowest compared OMol25 entry of this formula, charge and spin) in kJ/mol: 0.0

Cartesian coordinates (Å):
Ba (5.83, -23.80, -8.16)
B (6.41, -22.12, -5.81)
F (7.52, -22.84, -6.30)
F (5.51, -22.95, -5.21)
F (6.86, -21.17, -4.89)
F (5.80, -21.59, -6.84)
C (5.93, -24.49, -12.85)
C (5.83, -24.14, -11.41)
O (6.22, -23.07, -10.95)
O (5.25, -24.95, -10.66)
H (6.65, -25.29, -12.98)
H (6.35, -23.75, -13.54)
H (4.99, -24.78, -13.31)
C (4.33, -20.52, -9.68)
O (3.84, -21.47, -8.80)
C (2.86, -22.30, -9.31)
C (2.31, -23.10, -8.10)
O (3.38, -23.59, -7.35)
C (2.95, -24.05, -6.02)
H (4.99, -19.79, -9.21)
H (3.47, -19.92, -9.97)
H (4.84, -20.91, -10.56)
H (3.36, -23.06, -9.92)
H (2.12, -21.68, -9.81)
H (1.46, -23.75, -8.28)
H (1.88, -22.23, -7.58)
H (2.11, -24.74, -6.10)
H (2.54, -23.25, -5.40)
H (3.80, -24.51, -5.53)
C (6.93, -26.07, -5.90)
O (5.97, -26.11, -6.88)
C (4.98, -27.11, -6.61)
C (4.04, -27.45, -7.73)
O (3.35, -26.29, -8.22)
C (2.57, -26.61, -9.39)
H (7.49, -26.98, -5.72)
H (6.66, -25.65, -4.93)
H (7.67, -25.35, -6.22)
H (4.51, -26.78, -5.68)
H (5.58, -27.97, -6.35)
H (3.32, -28.18, -7.37)
H (4.60, -27.81, -8.59)
H (1.78, -27.33, -9.17)
H (3.17, -26.95, -10.23)
H (1.97, -25.74, -9.66)

Results of the Löwdin charge analysis, in e, for atoms 1 through 5:
1. Ba 2.2576
2. B -1.5203
3. F 0.0096
4. F 0.1430
5. F 0.1391